{
  "formula": "C4H9N2",
  "method": "ωB97M-V/def2-TZVPD",
  "charge": 1,
  "orbital_gap_ev": 10.319,
  "lumo_ev": -3.660,
  "de_lowest_kcal_mol": 119.3,
  "symbols": ["C", "C", "C", "C", "N", "N", "H", "H", "H", "H", "H", "H", "H", "H", "H"],
  "coordinates": [[1.4304, 0.6363, -0.0508], [-0.0176, 0.6900, 0.5510], [-0.8258, -0.0449, -0.4721], [-0.0288, -0.8949, 0.3926], [-2.6175, -0.0093, -0.0605], [1.3407, -0.7983, -0.2631], [1.5531, 1.2166, -0.8575], [2.2573, 1.0658, 0.5348], [-0.4429, 1.3355, 1.2585], [-0.5305, -0.0821, -1.5587], [-0.3506, -1.6382, 1.1366], [-3.0308, -0.7007, -0.7339], [-2.4912, -0.2093, 0.8826], [1.3856, -0.9973, -1.3047], [2.1090, -1.3965, 0.0068]]
}


{
  "formula": "C3H4NO",
  "method": "ωB97M-V/def2-TZVPD",
  "charge": 1,
  "orbital_gap_ev": 11.533,
  "lumo_ev": -6.052,
  "de_lowest_kcal_mol": 84.3,
  "symbols": ["C", "C", "C", "N", "O", "H", "H", "H", "H"],
  "coordinates": [[1.3506, -0.1177, -0.0228], [-0.3250, -0.8083, -0.0894], [-0.3025, 0.8563, 0.0027], [1.2066, -1.2911, -0.0894], [1.1638, 1.1085, 0.1041], [-0.6934, -0.9846, 0.9829], [-0.8321, -1.1280, -0.9308], [-0.7593, 1.3177, -0.8696], [-0.8086, 1.0473, 0.9122]]
}


{
  "formula": "C12H21Cl6MgO6",
  "method": "ωB97M-V/def2-TZVPD",
  "charge": -1,
  "orbital_gap_ev": 7.368,
  "lumo_ev": 1.866,
  "de_lowest_kcal_mol": 0.0,
  "symbols": ["Mg", "C", "C", "O", "O", "H", "H", "H", "C", "C", "O", "O", "H", "H", "H", "C", "C", "O", "O", "H", "H", "H", "Cl", "C", "C", "Cl", "H", "H", "H", "H", "Cl", "C", "C", "Cl", "H", "H", "H", "H", "Cl", "C", "C", "Cl", "H", "H", "H", "H"],
  "coordinates": [[-13.2791, 13.6515, -10.0036], [-16.5114, 15.0993, -11.0770], [-15.2577, 15.9357, -10.7996], [-15.2095, 17.1287, -11.1630], [-14.1676, 15.3519, -10.4651], [-17.3879, 15.6913, -10.8103], [-16.5359, 14.1784, -10.4954], [-16.5616, 14.8854, -12.1430], [-13.4136, 10.9071, -12.3396], [-12.7874, 12.2139, -12.7760], [-12.8481, 13.1666, -11.9243], [-12.0340, 12.2917, -13.7632], [-14.4524, 11.0473, -12.0385], [-12.8120, 10.5597, -11.5006], [-13.3873, 10.2395, -13.2013], [-14.8018, 10.5947, -8.0278], [-14.2063, 11.6724, -8.8668], [-14.9065, 12.5569, -9.4386], [-12.9617, 11.8398, -9.0254], [-15.2839, 11.1048, -7.1918], [-14.0701, 9.9260, -7.5841], [-15.5544, 9.9880, -8.5284], [-18.7914, 6.6086, -6.0782], [-18.1773, 8.2697, -5.7232], [-18.4126, 9.1606, -6.9185], [-18.0599, 10.8361, -6.4745], [-17.1200, 8.3071, -5.4686], [-18.7413, 8.6389, -4.8696], [-19.4290, 9.0613, -7.2900], [-17.6817, 8.9541, -7.6978], [-13.6139, 12.2395, -4.4974], [-12.1150, 11.3045, -4.2905], [-11.7295, 10.6822, -5.6326], [-9.9494, 10.2769, -5.5725], [-12.2400, 10.5649, -3.5049], [-11.3464, 12.0116, -3.9866], [-11.9331, 11.3356, -6.4757], [-12.2007, 9.7063, -5.7080], [-12.6993, 7.6588, -7.3213], [-11.5562, 8.2423, -8.5634], [-11.9137, 7.8554, -10.0099], [-10.6533, 8.3321, -11.1570], [-10.5523, 7.9029, -8.3040], [-11.4030, 9.3159, -8.4428], [-12.8287, 8.3690, -10.2952], [-12.0042, 6.7768, -10.1027]]
}


{
  "formula": "C4H5I",
  "method": "ωB97M-V/def2-TZVPD",
  "charge": 0,
  "orbital_gap_ev": 9.808,
  "lumo_ev": 0.458,
  "smiles": "C#CCCI",
  "de_lowest_kcal_mol": 22.8,
  "symbols": ["C", "C", "C", "C", "I", "H", "H", "H", "H", "H"],
  "coordinates": [[2.3679, 0.2162, -0.1769], [1.2551, 0.2385, 0.2673], [-0.0831, 0.2061, 0.7591], [-1.1601, -0.2941, -0.6264], [-3.1835, -0.3766, 0.0227], [3.3631, 0.2042, -0.5070], [-0.4547, 1.1609, 1.1083], [-0.2239, -0.5762, 1.5024], [-0.8253, -1.2582, -0.9733], [-1.0554, 0.4793, -1.3761]]
}


{
  "formula": "FN2O2",
  "method": "ωB97M-V/def2-TZVPD",
  "charge": -1,
  "orbital_gap_ev": 9.593,
  "lumo_ev": 5.280,
  "smiles": "[O-][N+]([O-])=NF",
  "de_lowest_kcal_mol": 0.9,
  "symbols": ["O", "N", "O", "N", "F"],
  "coordinates": [[0.3434, 1.2930, 0.0167], [0.4365, 0.0773, 0.0290], [1.5666, -0.5110, -0.0599], [-0.5130, -0.7467, 0.0820], [-1.8335, -0.1127, -0.0678]]
}


{
  "formula": "C8H26F4N4O12PbS4",
  "method": "ωB97M-V/def2-TZVPD",
  "charge": 0,
  "orbital_gap_ev": 9.882,
  "lumo_ev": -0.407,
  "de_lowest_kcal_mol": 40.3,
  "symbols": ["Pb", "N", "S", "O", "O", "F", "S", "O", "O", "F", "N", "S", "O", "O", "F", "S", "O", "O", "F", "O", "H", "H", "O", "H", "H", "C", "C", "C", "O", "C", "N", "H", "H", "H", "H", "H", "H", "H", "H", "H", "H", "H", "C", "C", "C", "O", "C", "N", "H", "H", "H", "H", "H", "H", "H", "H", "H", "H", "H"],
  "coordinates": [[0.9189, -0.8964, 0.2715], [-1.0959, -2.1882, 1.1867], [-0.8959, -3.2156, 2.3500], [-0.8526, -4.6017, 1.9547], [-1.3940, -2.8532, 3.6609], [0.7010, -2.9855, 2.5152], [-2.7710, -2.1693, 1.1962], [-3.2450, -0.9368, 1.7481], [-3.5214, -3.3630, 1.4912], [-2.9257, -1.9997, -0.3773], [2.5562, 0.7688, -0.3985], [3.1648, 1.0985, -1.9088], [4.4353, 0.5352, -2.3008], [2.7769, 2.3520, -2.4824], [2.1331, 0.0952, -2.6577], [3.4501, 1.8618, 0.2972], [2.8087, 3.1544, 0.3237], [4.8842, 1.7847, 0.2185], [3.2188, 1.3512, 1.8009], [3.0528, -2.2306, 1.0061], [3.0060, -3.0079, 1.5795], [3.9326, -2.2672, 0.6057], [0.9224, -2.6110, -1.6411], [0.3064, -3.3558, -1.5871], [1.3204, -2.6793, -2.5194], [-1.8515, -1.3012, -3.5261], [-0.8703, -0.1746, -3.1736], [-1.1837, 1.1737, -3.7757], [-2.4279, 1.6755, -3.3550], [-2.6095, 3.0034, -3.7856], [-0.8500, -0.0278, -1.6894], [-1.6306, -2.2380, -3.0123], [-1.7059, -1.5463, -4.5814], [-2.8846, -1.0219, -3.3219], [0.0933, -0.5629, -3.5033], [-1.1474, 1.1126, -4.8708], [-0.3736, 1.8537, -3.4751], [-3.6725, 3.2203, -3.6836], [-2.3524, 3.2159, -4.8282], [-2.0340, 3.7081, -3.1765], [-1.6548, -0.4982, -1.2890], [-1.0912, 0.9357, -1.4737], [-1.1670, 2.6316, 2.9498], [-0.2418, 1.6108, 2.3408], [0.1254, 0.5238, 3.3665], [1.2046, -0.2151, 2.8000], [2.0573, -0.7918, 3.7852], [-0.8752, 0.9924, 1.1613], [-2.1443, 2.2462, 3.2427], [-1.2852, 3.5290, 2.3411], [-0.6819, 3.0062, 3.8586], [0.6787, 2.0830, 1.9897], [-0.7331, -0.0806, 3.6705], [0.5543, 1.0780, 4.2053], [1.5893, -1.4362, 4.5337], [2.4827, 0.0360, 4.3577], [2.8365, -1.3823, 3.3171], [-1.5484, 0.3509, 1.5762], [-1.4922, 1.6494, 0.6923]]
}